Entry from OMol25: C30H32BrCdCl2N7O6S as an isolated structure (wB97M-V/def2-TZVPD).

Geometry as ORCA input:
```
! RIJCOSX wB97M-V def2-TZVPD def2/J DEFGRID3
* xyz 0 1
Cd -0.0647 0.1734 0.0269
Cl 4.4452 0.0156 6.1592
C 3.2264 -0.0344 4.9288
C 1.8781 -0.0522 5.3224
C 0.9101 -0.1687 4.3716
Cl -0.7558 -0.1587 4.8032
C 1.1867 -0.2841 2.9599
O 0.2428 -0.4905 2.1583
C 2.5755 -0.1205 2.6071
C 2.9787 0.0590 1.2514
O 2.2971 -0.0163 0.2329
C 3.5667 -0.0264 3.6069
H 1.6287 0.0467 6.3663
H 4.0524 0.3145 1.1282
H 4.6009 0.0566 3.3025
Br 0.0368 0.3075 -2.8266
C -0.0200 2.2443 -2.7080
C -0.0128 2.8886 -3.9148
C -0.0078 4.2880 -3.9669
C -0.0048 5.0034 -2.8042
C -0.0156 4.3545 -1.5511
C 0.0034 5.1066 -0.3582
C -0.0078 4.4851 0.8566
C -0.0478 3.0843 0.9291
C -0.0568 2.2828 -0.1954
C -0.0330 2.9244 -1.4650
H -0.0037 2.3188 -4.8300
H 0.0030 4.7807 -4.9281
H 0.0069 6.0843 -2.8213
H 0.0304 6.1848 -0.4303
H 0.0136 5.0656 1.7680
H -0.0680 2.6328 1.9182
C 2.5926 -4.9476 5.1022
C 3.0522 -4.6699 3.6872
S 1.9727 -5.6093 2.5621
O 0.6640 -5.0154 2.5636
O 2.0756 -7.0105 2.8432
C 2.7210 -5.3341 0.9036
C 1.6578 -5.5254 -0.1664
N 0.7200 -4.4252 -0.1873
C 1.0173 -3.1392 -0.4904
N -0.0154 -2.3370 -0.2895
C -1.0112 -3.1109 0.1759
C -0.5914 -4.4220 0.2388
N -1.3735 -5.5445 0.5699
O -0.9271 -6.6572 0.3609
O -2.4903 -5.3143 0.9849
C 2.3194 -2.7019 -1.0352
H 3.1996 -4.4096 5.8284
H 2.6573 -6.0152 5.2999
H 1.5550 -4.6407 5.2125
H 4.0662 -5.0150 3.5043
H 2.9426 -3.6219 3.4210
H 3.5142 -6.0671 0.7982
H 3.1262 -4.3291 0.9042
H 1.1081 -6.4453 0.0510
H 2.1194 -5.6194 -1.1558
H -1.9847 -2.7370 0.4187
H 2.7495 -3.4582 -1.6878
H 3.0207 -2.4792 -0.2315
H 2.1647 -1.7805 -1.5899
C -4.9099 -0.3281 3.7377
C -5.5604 -1.2384 2.6937
C -4.8796 -2.6051 2.6023
C -5.6952 -0.5691 1.3212
N -4.4589 -0.2990 0.6365
C -3.1679 -0.3939 0.9924
N -2.4410 -0.0206 -0.0378
N -3.2867 0.3073 -1.0044
N -4.4797 0.1475 -0.6222
H -5.0786 -0.7382 4.7297
H -5.3483 0.6675 3.7034
H -3.8363 -0.2317 3.6066
H -6.5950 -1.4082 3.0160
H -3.8076 -2.5293 2.4470
H -5.2988 -3.1910 1.7873
H -5.0347 -3.1558 3.5254
H -6.2259 0.3845 1.4181
H -6.2864 -1.2111 0.6592
H -2.7614 -0.7018 1.9331
*
```

As for the energy relative to the best compared isomer or geometry (same formula, charge and spin): 0.380 eV. The value obtained for the HOMO-LUMO gap is 7.24 eV. As for the molar mass: 881.918 g/mol. The total energy is -164828.5922 eV.

---

Entry from OMol25: C30H32BrFHgN3 as an isolated structure (wB97M-V/def2-TZVPD).

Geometry as ORCA input:
```
! RIJCOSX wB97M-V def2-TZVPD def2/J DEFGRID3
* xyz -2 2
Hg 0.3436 -1.1325 -3.1562
C -0.9746 -4.1883 -1.4978
N -1.2952 -2.9302 -2.1334
C -2.4969 -2.6654 -2.4514
C -2.8716 -1.4291 -3.0887
C -4.1498 -0.9377 -3.3583
C -3.9638 0.3335 -3.9256
C -2.5815 0.5367 -3.9666
N -1.9257 -0.5232 -3.4673
C -0.5736 -3.9433 -0.0619
C 0.5316 -3.1436 0.2260
C 0.8511 -2.8305 1.5368
C 0.0815 -3.3289 2.5823
C -1.0106 -4.1364 2.3067
C -1.3378 -4.4348 0.9881
H -0.1416 -4.6294 -2.0532
H -1.8234 -4.8889 -1.5277
H -3.3050 -3.3824 -2.2430
H -5.0840 -1.4396 -3.1468
H -4.7255 1.0262 -4.2526
H -2.0385 1.4014 -4.3208
H 1.1162 -2.7357 -0.5919
H 1.6771 -2.1627 1.7483
H 0.3219 -3.0575 3.6027
H -1.6245 -4.5176 3.1153
H -2.2113 -5.0410 0.7703
C -2.0604 2.0735 1.0979
C -1.5895 0.6845 1.5359
C -1.8005 -0.3340 0.4096
C -0.1717 0.6102 2.0793
C 0.0048 0.1497 3.3792
C 1.2652 -0.0665 3.9158
C 2.3714 0.1362 3.1048
C 2.2472 0.5981 1.7973
C 3.5061 0.6519 0.9449
C 3.9194 2.0466 0.4705
C 3.4191 -0.3158 -0.2399
C 0.9625 0.9098 1.2823
N 0.8067 1.3980 -0.0022
C 0.8037 2.7115 -0.1925
C 0.9748 3.7237 0.8017
C 0.9685 5.0778 0.5039
C 0.7887 5.5403 -0.7927
C 0.6032 4.5821 -1.7988
C 0.6112 3.2474 -1.4997
F 0.4050 2.3643 -2.5076
H -3.1508 2.0707 1.0023
H -1.6434 2.3452 0.1303
H -1.7769 2.8464 1.8158
H -2.2323 0.3850 2.3738
H -1.1058 -0.1313 -0.4075
H -2.8182 -0.2716 0.0130
H -1.6298 -1.3522 0.7671
H -0.8772 -0.0659 3.9759
H 1.3817 -0.4234 4.9333
H 3.3650 -0.0844 3.4859
H 4.3107 0.2940 1.6002
H 3.2649 2.4073 -0.3203
H 4.9408 2.0096 0.0774
H 3.8894 2.7742 1.2843
H 2.5904 -0.0399 -0.8932
H 3.2600 -1.3419 0.1015
H 4.3451 -0.2957 -0.8216
H 1.1165 3.4027 1.8277
H 1.1085 5.7885 1.3138
H 0.7819 6.5977 -1.0246
H 0.4428 4.8664 -2.8330
Br 1.6132 -3.3896 -4.3246
*
```

As for the expectation value of S²: 0.755. As for the energy relative to the best compared isomer or geometry (same formula, charge and spin): 0.000 eV. The value obtained for the HOMO-LUMO gap (alpha / beta) is 5.75 / 5.83 eV. As for the molar mass: 734.099 g/mol. The total energy is -113036.1897 eV.

---

Entry from OMol25: C30H32ClN3RuSSi2 as an isolated structure (wB97M-V/def2-TZVPD).

Geometry as ORCA input:
```
! RIJCOSX wB97M-V def2-TZVPD def2/J DEFGRID3
* xyz 1 6
C 0.2377 0.1614 1.1850
C 0.0788 -1.2530 0.9991
C 1.1553 -1.6996 0.1135
H -0.5967 -1.8998 1.5388
C 1.8534 -0.5179 -0.3361
C 1.3275 0.6163 0.3991
H 1.7748 1.5983 0.4299
H -0.3092 0.7648 1.9053
H 1.4749 -2.7139 -0.0501
H 2.7448 -0.5052 -0.9545
Ru -0.2603 -0.8431 -1.2470
Si 0.0619 -2.8687 -3.0796
C -1.1582 -3.8399 -1.9904
C -2.4039 -4.1784 -2.5577
H -2.7298 -3.6831 -3.4769
C -3.1891 -5.2025 -2.0297
H -4.0672 -5.5394 -2.5769
C -2.8160 -5.8176 -0.8328
H -3.4092 -6.6486 -0.4349
C -1.6539 -5.3941 -0.1825
H -1.3648 -5.8579 0.7560
C -0.8351 -4.4158 -0.7484
H 0.0561 -4.0983 -0.2069
C 1.8855 -3.1021 -2.6841
C 2.3587 -4.3137 -2.1768
H 1.6627 -5.0852 -1.8646
C 3.7258 -4.5686 -2.1366
H 4.0766 -5.5529 -1.8318
C 4.6453 -3.5769 -2.5038
H 5.7258 -3.7879 -2.4859
C 4.1698 -2.3263 -2.9132
H 4.8711 -1.5334 -3.1927
C 2.8030 -2.0973 -3.0219
H 2.4509 -1.1331 -3.3823
H 0.1963 -1.1301 -2.8327
Si 0.1567 -4.2902 -5.0184
C 1.9072 -4.7601 -5.5800
C 2.2963 -6.1129 -5.6734
H 1.5528 -6.8957 -5.5191
C 3.6280 -6.4606 -5.9110
H 3.9171 -7.5166 -5.9288
C 4.5651 -5.4336 -6.0884
H 5.6244 -5.6704 -6.2178
C 4.1844 -4.0862 -6.0915
H 4.9356 -3.3080 -6.2243
C 2.8486 -3.7568 -5.8764
H 2.5230 -2.7189 -5.8656
C -0.7025 -5.9397 -4.6801
C -0.2673 -6.7177 -3.6022
H 0.5733 -6.3715 -3.0036
C -0.9045 -7.9186 -3.2787
H -0.5745 -8.4938 -2.4085
C -1.9543 -8.3734 -4.0915
H -2.4356 -9.3215 -3.8537
C -2.3954 -7.6124 -5.1844
H -3.2110 -7.9861 -5.8174
C -1.7812 -6.3862 -5.4659
H -2.1070 -5.7650 -6.2998
H -0.4034 -3.9554 -6.3155
Cl -0.7378 -2.0368 -4.8741
N -0.2914 1.2149 -1.8987
N -1.3731 1.9817 -1.2892
C -2.2681 1.2299 -0.6454
N -3.0699 1.8786 0.2289
S -2.4000 -0.4566 -0.9401
H -0.4841 1.2100 -2.8946
H 0.5631 1.7250 -1.7528
H -1.1317 2.9133 -0.9354
H -3.7794 1.3462 0.7158
H -3.0583 2.8794 0.3294
*
```

As for the expectation value of S²: 8.780. As for the energy relative to the best compared isomer or geometry (same formula, charge and spin): 0.276 eV. The value obtained for the HOMO-LUMO gap (alpha / beta) is 6.21 / 6.00 eV. As for the molar mass: 659.369 g/mol. The total energy is -77784.0757 eV.

---

Entry from OMol25: C30H33BIrN4O4 as an isolated structure (wB97M-V/def2-TZVPD).

Geometry as ORCA input:
```
! RIJCOSX wB97M-V def2-TZVPD def2/J DEFGRID3
* xyz 1 1
Ir 0.3197 -0.2922 0.4848
C -1.8684 1.2854 -1.8298
N -0.5035 0.7840 -1.8579
C -0.3059 -0.3343 -2.7668
C -0.8620 -1.6187 -2.2182
C -1.3329 -2.6144 -3.0607
C -1.8104 -3.7968 -2.5157
C -1.7737 -3.9526 -1.1337
C -1.2560 -2.9299 -0.3653
N -0.8175 -1.7847 -0.8923
C 0.4823 1.8385 -2.0300
C 0.6663 2.6444 -0.7755
C 1.0865 3.9627 -0.8268
C 1.3241 4.6527 0.3532
C 1.1261 3.9874 1.5579
C 0.7023 2.6751 1.5316
N 0.4794 2.0106 0.3914
C -2.5794 1.1170 -0.5055
C -3.8846 1.5926 -0.3790
C -4.5557 1.4079 0.8157
C -3.9005 0.7708 1.8605
C -2.5988 0.3537 1.6571
N -1.9628 0.5189 0.5024
H -1.8855 2.3559 -2.0706
H -2.4775 0.7776 -2.5879
H -0.7199 -0.1376 -3.7662
H 0.7720 -0.4980 -2.8675
H -1.3104 -2.4673 -4.1306
H -2.2107 -4.5713 -3.1514
H -2.1391 -4.8520 -0.6627
H -1.1866 -3.0157 0.7110
H 1.4448 1.3576 -2.2373
H 0.2410 2.4983 -2.8764
H 1.2357 4.4353 -1.7852
H 1.6486 5.6821 0.3331
H 1.2858 4.4836 2.5028
H 0.5132 2.1281 2.4460
H -4.3599 2.0914 -1.2102
H -5.5698 1.7580 0.9341
H -4.3863 0.5997 2.8085
H -2.0425 -0.1318 2.4465
C 0.6067 -0.6002 4.7665
O 0.1767 -0.3347 3.4183
C 0.4982 -1.2265 2.4732
O 1.0780 -2.2693 2.6999
H 0.4678 0.3234 5.3232
H 1.6568 -0.8963 4.7578
H 0.0121 -1.4052 5.2024
C 8.4500 -2.8907 -1.5503
C 7.5198 -2.2685 -2.6030
C 7.0328 -3.3804 -3.5360
C 8.2867 -1.2394 -3.4480
C 6.3841 -1.5633 -1.8763
C 6.7026 -0.5117 -1.0022
C 5.7536 0.1819 -0.2760
C 4.4348 -0.1776 -0.4625
O 3.3007 0.3139 0.0938
B 2.2465 -0.4563 -0.3933
O 2.7443 -1.3720 -1.3182
C 4.0960 -1.2204 -1.3342
C 5.0511 -1.9305 -2.0347
H 9.2735 -3.4151 -2.0285
H 7.8989 -3.6020 -0.9398
H 8.8699 -2.1362 -0.8923
H 7.8863 -3.8455 -4.0249
H 6.3820 -2.9817 -4.3103
H 6.5028 -4.1537 -2.9862
H 9.1057 -1.7191 -3.9781
H 8.7044 -0.4448 -2.8374
H 7.6218 -0.7891 -4.1817
H 7.7338 -0.2232 -0.8756
H 6.0230 0.9690 0.4075
H 4.7434 -2.7388 -2.6751
*
```

The value obtained for the HOMO-LUMO gap is 6.80 eV. As for the molar mass: 716.647 g/mol. The total energy is -49307.6447 eV.

---

Entry from OMol25: C30H33Cl2SSb2TeTi as an isolated structure (wB97M-V/def2-TZVPD).

Geometry as ORCA input:
```
! RIJCOSX wB97M-V def2-TZVPD def2/J DEFGRID3
* xyz 1 3
Ti -0.4839 0.1447 0.1840
Cl -1.5582 -1.9109 -0.4108
C -3.2752 -1.7095 -0.0018
C -4.1302 -2.7081 -0.4210
C -5.4749 -2.5843 -0.1209
C -5.9226 -1.4780 0.5841
C -5.0298 -0.4987 0.9869
Cl -5.6575 0.8538 1.8658
C -3.6612 -0.5763 0.7035
S -2.5349 0.6861 1.2152
H -3.7495 -3.5605 -0.9671
H -6.1723 -3.3491 -0.4337
H -6.9695 -1.3657 0.8296
C 0.4280 1.2726 2.3707
Sb -0.2415 -0.7139 2.9952
C -1.4309 -0.0297 4.6176
C 1.4767 -1.2224 4.2376
C 2.6100 -0.2529 4.1322
C 2.7386 0.7698 5.0700
C 3.7576 1.7062 4.9839
C 4.6813 1.6233 3.9514
C 4.5679 0.6055 3.0176
C 3.5371 -0.3312 3.0836
C 3.4500 -1.4056 2.0375
Sb 2.2139 -0.9728 0.3124
C 3.4797 0.6030 -0.3692
C 2.9870 -2.6138 -0.7953
H 1.4698 1.4451 2.6333
H -0.2144 2.0161 2.8380
H 0.3593 1.4583 1.2847
H -0.8749 0.7500 5.1349
H -1.6149 -0.8597 5.2973
H -2.3727 0.3606 4.2426
H 1.7636 -2.2388 3.9778
H 1.0715 -1.2402 5.2499
H 2.0305 0.8220 5.8901
H 3.8390 2.4866 5.7290
H 5.4926 2.3354 3.8818
H 5.3038 0.5237 2.2247
H 3.1293 -2.3680 2.4323
H 4.4175 -1.5504 1.5534
H 4.4319 0.1816 -0.6918
H 3.6497 1.2786 0.4688
H 3.0338 1.1413 -1.2013
H 3.9784 -2.3382 -1.1511
H 2.3528 -2.8847 -1.6342
H 3.0683 -3.4599 -0.1147
Te 0.6517 -0.5609 -2.9321
C -0.0705 -0.2973 -4.8715
C -0.0320 0.9585 -5.4682
C -0.4885 1.1009 -6.7711
C -0.9562 -0.0057 -7.4707
C -0.9816 -1.2556 -6.8698
C -0.5452 -1.4077 -5.5579
C -0.6843 0.8120 -2.0132
C -2.0427 0.8235 -2.4193
C -2.8466 1.8956 -2.1291
C -2.3438 3.0007 -1.4175
C -1.0392 3.0121 -1.0039
C -0.1865 1.9155 -1.2817
H 0.3501 1.8160 -4.9292
H -0.4658 2.0745 -7.2437
H -1.3001 0.1088 -8.4904
H -1.3463 -2.1159 -7.4160
H -0.5809 -2.3785 -5.0818
H -2.4301 -0.0085 -2.9946
H -3.8757 1.8929 -2.4639
H -2.9852 3.8459 -1.2077
H -0.6369 3.8720 -0.4836
H 0.8854 2.0604 -1.1873
*
```

As for the expectation value of S²: 2.014. As for the energy relative to the best compared isomer or geometry (same formula, charge and spin): 0.617 eV. The value obtained for the HOMO-LUMO gap (alpha / beta) is 6.89 / 7.23 eV. As for the molar mass: 915.554 g/mol. The total energy is -111002.1949 eV.

---

Entry from OMol25: C30H33Cl5NO3ReS as an isolated structure (wB97M-V/def2-TZVPD).

Geometry as ORCA input:
```
! RIJCOSX wB97M-V def2-TZVPD def2/J DEFGRID3
* xyz 1 4
Re 0.2435 0.3531 0.0955
C -1.0167 -0.3573 1.8547
C -0.8350 1.0409 2.0226
C 0.6172 1.2349 2.1692
C 1.1966 -0.0877 2.1888
C 0.2241 -1.0675 2.0072
C 0.4037 -2.5676 2.1359
C 1.8700 -2.9054 2.4078
C -0.0670 -3.3127 0.8854
C -0.4536 -3.0017 3.3361
C 1.5127 2.4409 2.5182
C 0.9879 3.1063 3.7975
C 1.6404 3.4626 1.3867
C 2.9388 1.9506 2.8183
C -2.0669 1.9394 2.1676
C -2.3944 1.9718 3.6730
C -1.9148 3.3529 1.6148
C -3.2743 1.3151 1.4473
H -1.9708 -0.8268 1.6751
H 2.2471 -0.2876 2.2755
H 2.5172 -2.5852 1.5915
H 1.9730 -3.9840 2.5239
H 2.2207 -2.4391 3.3302
H 0.5226 -3.0306 0.0099
H -1.1250 -3.1325 0.6840
H 0.0568 -4.3849 1.0350
H -0.1561 -2.4750 4.2441
H -0.3210 -4.0703 3.5060
H -1.5154 -2.8197 3.1625
H 0.8661 2.3781 4.6014
H 0.0438 3.6203 3.6485
H 1.7168 3.8480 4.1260
H 0.7130 3.9840 1.1717
H 1.9829 2.9919 0.4622
H 2.3840 4.2071 1.6716
H 2.9720 1.2670 3.6678
H 3.5482 2.8168 3.0715
H 3.3960 1.4658 1.9543
H -1.6168 2.4520 4.2627
H -2.5371 0.9610 4.0588
H -3.3228 2.5240 3.8213
H -1.0219 3.8570 1.9618
H -2.7707 3.9504 1.9284
H -1.8982 3.3403 0.5261
H -3.6249 0.4019 1.9283
H -3.0571 1.1087 0.3972
H -4.1003 2.0250 1.4805
Cl -0.0826 3.8765 -1.3994
C -1.0386 2.5731 -1.9741
C -0.8984 1.3062 -1.4084
C -1.6473 0.2961 -1.9966
Cl -1.3123 -1.2912 -1.3223
C -2.5189 0.4464 -3.0519
Cl -3.3647 -0.8938 -3.6952
C -2.6636 1.7361 -3.5709
Cl -3.7359 2.0027 -4.8705
C -1.9178 2.7932 -3.0362
Cl -2.0831 4.3604 -3.7054
O 3.3972 -0.6991 0.3767
C 3.1040 -0.4182 -0.7620
N 1.8507 0.0821 -1.1458
S 1.8125 0.4349 -2.8144
O 0.8176 -0.3839 -3.4374
O 1.7671 1.8514 -2.9963
C 3.4257 -0.1743 -3.1187
C 4.0848 -0.2378 -4.3300
C 5.3783 -0.7434 -4.3110
C 5.9736 -1.1597 -3.1216
C 5.2911 -1.0833 -1.9160
C 4.0000 -0.5821 -1.9346
H 3.6177 0.0893 -5.2481
H 5.9325 -0.8139 -5.2367
H 6.9829 -1.5471 -3.1414
H 5.7375 -1.4002 -0.9837
*
```

As for the expectation value of S²: 3.797. The value obtained for the HOMO-LUMO gap (alpha / beta) is 7.57 / 6.75 eV. As for the molar mass: 851.137 g/mol. The total energy is -114849.2811 eV.